<a>
Molecular formula: C6H11NO2
Method: DFT, ωB97M-V/def2-TZVPD

Each line ends with the Mulliken charge.
Geometry (Å):
C -2.76 0.98 0.07  -0.986
C -2.38 -0.37 -0.03  0.656
O -2.92 -1.39 0.15  -0.520
N -1.13 -0.36 -0.72  -0.394
C -0.20 -1.42 -0.17  -0.809
C 0.09 -0.04 0.18  0.381
C 1.19 0.73 -0.50  -0.883
C 2.45 0.34 0.32  -0.361
O 2.62 -1.08 -0.03  -0.519
H -3.80 1.25 0.28  0.359
H -2.37 1.53 -0.92  0.284
H -2.18 1.39 0.91  0.256
H -0.74 -1.94 0.61  0.279
H 0.44 -1.88 -0.85  0.340
H -0.20 0.36 1.22  0.318
H 1.43 0.18 -1.50  0.264
H 1.04 1.74 -0.55  0.423
H 3.40 0.99 0.17  0.368
H 2.33 0.17 1.45  0.244
H 3.69 -1.16 -0.10  0.299

Output
SMILES string: CC(=O)N1C[C@H]1CCO
HOMO energy, eV: -9.466

<b>
Molecular formula: C6H11NO2
Method: DFT, ωB97M-V/def2-TZVPD

Each line ends with the Mulliken charge.
Geometry (Å):
C -1.74 -0.76 -1.44  -0.733
C 2.05 -0.31 -1.20  -1.163
C 1.22 -0.86 -0.07  0.665
O -0.74 0.01 -0.81  -0.360
O 1.08 -2.02 0.20  -0.535
H -1.58 -1.83 -1.25  0.293
H -2.74 -0.47 -1.09  0.279
H -1.71 -0.57 -2.51  0.231
H 3.09 -0.20 -0.87  0.379
H 1.67 0.65 -1.53  0.367
H 2.03 -1.02 -2.02  0.300
C -0.94 0.16 0.82  0.062
C 1.35 0.95 1.62  -0.301
C -1.65 1.19 1.36  -1.210
N 0.71 0.14 0.90  0.201
H -1.21 -0.84 1.13  0.326
H 0.75 1.63 2.23  0.366
H 2.43 0.96 1.64  0.263
H -1.53 2.20 0.98  0.302
H -2.56 0.98 1.90  0.268

Output
HOMO energy, eV: -7.143

Which of them is the least stable? Correct choice: <b>.

<a>
Molecular formula: C6H11NO2
Method: DFT, ωB97M-V/def2-TZVPD

Each line ends with the Mulliken charge.
Geometry (Å):
N -2.71 -0.10 -0.08  -0.608
C -1.44 -0.87 -0.47  -1.150
C 0.00 -0.49 -0.02  1.144
C 1.14 -1.36 -0.36  -0.738
O 2.27 -0.64 0.01  -0.396
C 2.04 0.76 -0.28  -0.785
C 0.56 0.90 -0.03  0.538
O -0.23 1.92 -0.68  -0.565
C 0.11 0.33 1.25  -1.190
H -2.66 0.92 -0.17  0.246
H -3.01 -0.37 0.87  0.261
H -1.42 -0.90 -1.58  0.338
H -1.61 -1.82 -0.10  0.531
H 1.04 -1.52 -1.47  0.318
H 1.11 -2.33 0.16  0.350
H 2.40 1.06 -1.30  0.291
H 2.50 1.21 0.53  0.355
H -0.20 2.54 0.03  0.414
H -0.68 0.87 1.70  0.397
H 0.80 -0.10 1.99  0.248

Output
SMILES string: NC[C@@]12COC[C@]1(O)C2
HOMO energy, eV: -9.260

<b>
Molecular formula: C6H11NO2
Method: DFT, ωB97M-V/def2-TZVPD

Each line ends with the Mulliken charge.
Geometry (Å):
C -2.10 0.83 -1.04  -0.769
C -0.89 1.30 -0.71  -0.485
C 0.21 0.71 0.14  -0.008
C -0.03 0.85 1.65  -0.918
N 0.62 -0.66 -0.21  0.215
C -0.39 -1.71 -0.30  -1.178
C 1.92 -1.08 -0.48  0.696
O 2.21 -2.17 -0.96  -0.613
O 2.90 -0.22 -0.14  -0.506
H -2.49 -0.13 -0.72  0.239
H -2.76 1.43 -1.67  0.272
H -0.65 2.29 -1.08  0.257
H 1.06 1.36 -0.09  0.445
H -0.53 -0.03 2.07  0.277
H 0.92 0.96 2.17  0.271
H -0.64 1.73 1.88  0.408
H 0.04 -2.69 -0.10  0.368
H -0.80 -1.71 -1.32  0.319
H -1.18 -1.54 0.43  0.372
H 2.60 0.48 0.46  0.340

Output
SMILES string: C=C[C@@H](C)N(C)C(=O)O
HOMO energy, eV: -9.441

Which of them is the least stable? Correct choice: <a>.

<a>
Molecular formula: C6H11NO2
Method: DFT, ωB97M-V/def2-TZVPD

Each line ends with the Mulliken charge.
Geometry (Å):
C 0.24 0.40 0.41  0.625
C -0.83 -0.27 -0.20  -0.958
C 1.13 1.09 -2.49  -1.055
C 1.53 -0.31 0.70  -1.348
C -1.26 -1.51 1.43  0.345
C 0.43 1.63 -1.26  0.547
N -2.31 -1.08 2.18  -0.354
O -0.71 -2.57 1.62  -0.560
O 0.10 2.78 -1.15  -0.517
H -0.03 1.15 1.15  0.246
H -2.68 -0.15 2.08  0.205
H -2.70 -1.70 2.88  0.240
H -1.75 0.28 -0.37  0.326
H -0.60 -1.03 -0.94  0.306
H 1.38 1.90 -3.18  0.362
H 2.04 0.57 -2.19  0.272
H 0.47 0.37 -2.99  0.270
H 1.43 -0.88 1.63  0.385
H 2.36 0.40 0.79  0.371
H 1.77 -1.04 -0.09  0.291

Output
HOMO energy, eV: -7.371

<b>
Molecular formula: C6H11NO2
Method: DFT, ωB97M-V/def2-TZVPD

Each line ends with the Mulliken charge.
Geometry (Å):
H 1.47 0.57 2.42  0.278
N 0.67 0.96 1.91  -0.601
C 0.65 0.62 0.69  -0.352
C -0.81 0.42 -0.04  1.483
C -0.92 1.26 -1.31  -1.515
C -1.95 0.66 0.94  -1.624
O -0.53 -0.89 -0.31  -0.527
C 1.02 -1.38 0.33  0.738
C 1.75 -1.84 -0.91  -1.046
O 1.15 -1.85 1.41  -0.448
H 1.32 0.82 -0.14  0.493
H -0.96 2.32 -1.07  0.345
H -0.08 1.08 -1.97  0.302
H -1.84 0.99 -1.84  0.389
H -1.83 0.01 1.81  0.362
H -1.94 1.69 1.28  0.345
H -2.89 0.44 0.45  0.434
H 1.26 -2.74 -1.29  0.285
H 2.78 -2.08 -0.66  0.355
H 1.70 -1.08 -1.69  0.304

Output
SMILES string: [H]/N=C/C(C)(C)OC(C)=O
HOMO energy, eV: -9.046

<c>
Molecular formula: C6H11NO2
Method: DFT, ωB97M-V/def2-TZVPD

Each line ends with the Mulliken charge.
Geometry (Å):
C 1.24 1.30 0.65  -1.348
C 0.80 -1.71 0.32  -1.832
C -1.23 1.45 0.93  -1.451
C 0.14 0.28 -1.52  0.582
C -0.20 -0.65 -0.08  1.133
C 0.01 0.73 0.47  1.091
N -1.53 -1.13 -0.09  -0.690
O 1.32 -0.08 -2.08  -0.529
O -0.73 0.76 -2.20  -0.568
H 1.98 -0.32 -1.42  0.377
H -1.61 -2.05 -0.50  0.278
H -2.17 -0.51 -0.57  0.260
H 1.32 2.25 1.17  0.314
H 2.17 0.79 0.48  0.115
H 1.74 -1.31 0.72  0.353
H 0.37 -2.33 1.11  0.448
H 1.05 -2.34 -0.54  0.409
H -0.97 2.45 1.28  0.423
H -1.97 1.58 0.15  0.292
H -1.71 0.86 1.71  0.342

Output
HOMO energy, eV: -8.115

Which of them is the least stable? Correct choice: <b>.

<a>
Molecular formula: C2H2NO3S
Method: DFT, ωB97M-V/def2-TZVPD

Each line ends with the Mulliken charge.
Geometry (Å):
C -0.43 -1.01 0.07  -0.377
C -0.96 0.21 0.23  0.682
N 1.76 0.33 -0.04  0.941
O 2.90 0.56 -0.20  -0.448
O 0.83 1.13 -0.07  -0.480
O -1.97 0.91 0.39  -0.313
S 1.29 -1.38 0.07  0.166
H -0.96 -1.96 0.03  0.355
H -2.45 1.20 -0.47  0.474

Output
Total charge: +1
HOMO energy, eV: -15.055

<b>
Molecular formula: C2H2NO3S
Method: DFT, ωB97M-V/def2-TZVPD

Each line ends with the Mulliken charge.
Geometry (Å):
C -0.37 -0.72 -0.47  -0.109
C -0.59 0.79 -0.15  0.793
N 2.54 -0.39 -0.27  0.371
O 2.77 0.36 0.49  0.014
O 0.27 1.58 -0.31  -0.419
O -1.76 0.94 0.46  -0.427
S 0.93 -1.50 0.08  0.117
H -1.31 -1.37 -0.45  0.294
H -2.47 0.31 0.62  0.365

Output
Total charge: +1
HOMO energy (alpha / beta), eV: -15.335 / -15.336

Which of them is the least stable? Correct choice: <a>.

<a>
Molecular formula: CH3N3O
Method: DFT, ωB97M-V/def2-TZVPD

Each line ends with the Mulliken charge.
Geometry (Å):
N -2.59 -0.58 0.43  -0.273
N -2.45 0.42 -0.01  0.757
O -2.26 1.43 -0.59  -0.487
C 1.71 -0.51 -0.06  -0.213
N 1.36 0.61 0.06  -0.447
H 1.04 -1.48 0.13  0.161
H 2.77 -0.78 -0.10  0.231
H 0.42 0.88 0.12  0.271

Output
SMILES string: N#[N+][O-].C=N
HOMO energy, eV: -9.602

<b>
Molecular formula: CH3N3O
Method: DFT, ωB97M-V/def2-TZVPD

Each line ends with the Mulliken charge.
Geometry (Å):
C 0.57 1.64 -0.40  0.113
N 0.57 -0.61 -0.47  -0.638
N -1.15 -0.02 0.73  -0.718
N -0.10 -0.67 0.61  0.596
O -0.07 1.81 -1.33  -0.185
H 1.41 -1.25 -0.37  0.216
H -1.45 0.45 -0.15  0.343
H 0.21 -1.36 1.39  0.274

Output
HOMO energy, eV: -9.286

<c>
Molecular formula: CH3N3O
Method: DFT, ωB97M-V/def2-TZVPD

Each line ends with the Mulliken charge.
Geometry (Å):
C -1.63 0.04 -0.27  -0.287
N -0.69 -0.86 -0.18  -0.300
N 0.39 -0.23 0.01  0.157
N 1.23 -0.34 0.92  -0.150
O 2.46 0.16 0.58  -0.333
H -1.57 1.08 -0.58  0.295
H -2.65 -0.30 -0.12  0.264
H 2.46 0.44 -0.36  0.352

Output
SMILES string: C=N/N=N/O
HOMO energy, eV: -9.346

Which of them is the least stable? Correct choice: <c>.

<a>
Molecular formula: C6H14N4O2
Method: DFT, ωB97M-V/def2-TZVPD

Each line ends with the Mulliken charge.
Geometry (Å):
H -3.17 2.06 0.42  0.194
N -3.61 1.12 0.41  -0.822
C -2.92 0.11 -0.02  0.646
N -3.41 -1.16 0.20  -0.441
N -1.78 0.25 -0.75  -0.154
C -0.79 -0.83 -0.84  -1.119
C -0.07 -0.99 0.55  -0.213
C 0.58 0.17 1.24  -0.939
C 1.73 0.92 0.38  0.223
N 1.21 1.81 -0.65  -0.726
C 2.72 -0.11 -0.13  0.226
O 2.77 -0.60 -1.24  -0.561
O 3.60 -0.51 0.82  -0.452
H -4.32 -1.21 0.62  0.286
H -3.35 -1.80 -0.63  0.206
H -1.45 1.19 -0.75  0.136
H -1.28 -1.81 -1.06  0.347
H -0.13 -0.65 -1.71  0.424
H 0.70 -1.72 0.17  0.255
H -0.78 -1.66 1.12  0.388
H 1.11 -0.17 2.15  0.431
H -0.19 0.85 1.71  0.311
H 2.20 1.60 1.09  0.389
H 0.36 2.30 -0.40  0.322
H 0.89 1.19 -1.39  0.298
H 4.14 -1.18 0.43  0.343

Output
SMILES string: [H]/N=C(/N)NCCC[C@H](N)C(=O)O
HOMO energy, eV: -8.633

<b>
Molecular formula: C6H14N4O2
Method: DFT, ωB97M-V/def2-TZVPD

Each line ends with the Mulliken charge.
Geometry (Å):
H 1.83 1.85 0.25  0.217
N 0.84 2.05 0.32  -0.835
C 0.14 1.92 -0.84  0.468
N -0.92 2.75 -0.99  -0.446
N 0.44 1.10 -1.89  -0.142
C 1.04 -0.19 -1.75  -0.779
C 0.01 -1.29 -1.34  -0.663
C -0.78 -0.97 -0.06  -0.790
C 0.10 -1.05 1.21  0.240
N 0.48 -2.44 1.50  -0.704
C -0.61 -0.35 2.39  0.177
O -1.20 -0.95 3.29  -0.637
O -0.65 0.99 2.41  -0.505
H -1.75 2.40 -1.46  0.216
H -0.99 3.42 -0.24  0.283
H -0.11 1.27 -2.74  0.252
H 1.85 -0.17 -0.98  0.254
H 1.52 -0.47 -2.67  0.413
H 0.52 -2.23 -1.17  0.382
H -0.75 -1.46 -2.19  0.301
H -1.35 -0.02 -0.12  0.339
H -1.55 -1.71 0.07  0.527
H 0.99 -0.44 1.03  0.353
H -0.30 -2.90 2.00  0.315
H 1.21 -2.42 2.26  0.314
H -0.01 1.29 1.71  0.450

Output
SMILES string: [H]/N=C(/N)NCCC[C@H](N)C(=O)O
HOMO energy, eV: -9.286

<c>
Molecular formula: C6H14N4O2
Method: DFT, ωB97M-V/def2-TZVPD

Each line ends with the Mulliken charge.
Geometry (Å):
C 0.99 2.89 3.88  -0.271
C 3.66 2.48 6.75  0.764
C 3.80 0.14 3.93  -0.876
C 2.29 0.08 5.86  -0.942
C -3.06 -1.32 -4.39  -0.800
C -2.58 0.22 -6.18  -0.799
N 1.26 3.37 4.90  -0.056
N 3.60 1.97 5.33  -0.574
N 3.22 0.84 5.05  0.797
N -3.51 -0.17 -5.14  -0.374
O 2.80 3.17 7.22  -0.665
O 4.74 1.98 7.02  -0.564
H 4.48 0.81 3.41  0.342
H 4.34 -0.74 4.28  0.329
H 3.00 -0.17 3.25  0.322
H 1.74 -0.63 5.25  0.336
H 2.86 -0.47 6.63  0.355
H 1.60 0.75 6.37  0.355
H -3.81 -1.57 -3.63  0.297
H -2.88 -2.21 -5.02  0.290
H -2.13 -1.06 -3.88  0.282
H -1.65 0.53 -5.71  0.282
H -2.35 -0.59 -6.89  0.289
H -3.00 1.06 -6.73  0.300
H 1.55 3.72 5.80  0.350
H -4.42 -0.35 -5.54  0.233

Output
HOMO energy, eV: -8.812

Which of them is the least stable? Correct choice: <c>.

<a>
Molecular formula: C3H6N2O
Method: DFT, ωB97M-V/def2-TZVPD

Each line ends with the Mulliken charge.
Geometry (Å):
C 1.21 0.31 -0.49  -1.086
C 0.24 -0.63 -0.83  0.820
O 0.52 -1.88 -1.26  -0.469
N -1.05 -0.33 -0.68  -0.455
C -1.20 0.61 0.24  -0.085
N -1.00 0.45 1.57  -0.388
H 1.06 1.36 -0.72  0.259
H 2.25 0.03 -0.39  0.314
H 1.44 -1.91 -1.55  0.339
H -1.83 1.46 -0.01  0.297
H -0.17 0.80 2.01  0.253
H -1.45 -0.27 2.10  0.201

Output
SMILES string: C=C(O)/N=C\N
HOMO energy (alpha / beta), eV: -7.940 / -7.938

<b>
Molecular formula: C3H6N2O
Method: DFT, ωB97M-V/def2-TZVPD

Each line ends with the Mulliken charge.
Geometry (Å):
H 0.17 -0.54 -2.05  0.252
N 0.82 0.11 -1.63  -0.646
C 0.73 0.10 -0.35  0.384
C 1.67 1.02 0.39  0.119
O 1.64 1.15 1.59  -0.515
N -0.13 -0.57 0.47  -0.281
C -1.55 -0.62 0.16  -0.911
H 2.35 1.60 -0.26  0.375
H 0.08 -0.39 1.44  0.322
H -1.80 0.15 -0.58  0.327
H -2.11 -0.41 1.07  0.324
H -1.87 -1.60 -0.23  0.251

Output
SMILES string: [H]/N=C(/C=O)NC
HOMO energy, eV: -9.601

Which of them is the least stable? Correct choice: <a>.

<a>
Molecular formula: C3H6N2O
Method: DFT, ωB97M-V/def2-TZVPD

Each line ends with the Mulliken charge.
Geometry (Å):
C -1.82 0.93 0.72  -0.681
C 0.23 -0.05 0.17  -0.584
N -0.83 0.59 -0.30  -0.022
N 1.14 -0.54 -0.72  -0.028
C 2.19 -1.23 -0.11  0.171
O 3.11 -1.75 -0.70  -0.520
H -2.27 1.92 0.56  0.293
H -1.27 0.92 1.66  0.302
H -2.60 0.16 0.77  0.246
H -1.07 0.75 -1.28  0.238
H 1.14 -0.49 -1.74  0.259
H 2.05 -1.22 0.98  0.327

Output
HOMO energy, eV: -8.909

<b>
Molecular formula: C3H6N2O
Method: DFT, ωB97M-V/def2-TZVPD

Each line ends with the Mulliken charge.
Geometry (Å):
C -0.65 -0.15 0.85  -1.192
C 0.35 -0.64 -0.18  0.793
N 0.41 0.45 -1.34  -0.650
O 1.66 -0.80 0.35  -0.540
C 0.03 -1.85 -0.84  0.050
N -0.33 -2.70 -1.51  -0.410
H -1.49 0.20 0.36  0.382
H -0.96 -0.94 1.47  0.349
H -0.14 0.58 1.41  0.322
H -0.64 0.62 -1.46  0.266
H 0.88 0.08 -2.18  0.276
H 1.90 0.15 0.65  0.355

Output
SMILES string: C[C@@](N)(O)C#N
HOMO energy, eV: -10.438

Which of them is the least stable? Correct choice: <a>.